A structure of composition C6H13N2SV. Source: the Open Molecules 2025 dataset; level of theory: ωB97M-V with the def2-TZVPD basis set.

Geometry as XYZ:
```
23
Properties=species:S:1:pos:R:3:forces:R:3:mulliken_charge:R:1
C -2.704 0.025 0.036 -0.82 0.00 -0.76 -1.046
V -0.823 -0.283 0.386 1.50 -0.12 1.66 -0.168
N 1.488 -0.272 -0.436 1.21 1.17 0.49 -0.653
H -0.927 0.485 -0.852 0.42 1.26 -2.67 0.058
H 1.870 0.650 -0.690 -0.21 -0.26 0.26 0.231
H -0.153 -1.499 -0.262 -0.08 -3.28 -0.86 -0.037
H -2.908 -0.103 -1.045 -0.35 0.13 0.65 0.227
H -3.231 0.854 0.501 -0.48 -0.29 0.14 0.287
H -2.798 -0.982 0.517 -0.55 0.05 0.35 0.212
H 2.123 -0.646 0.280 -0.28 0.15 -0.23 0.251
H 1.609 -0.854 -1.254 -0.38 -0.16 0.02 0.252
S -0.383 1.711 1.438 0.21 2.20 1.19 -0.418
C 1.231 1.907 2.098 -0.67 -1.53 0.34 0.138
N 2.034 2.921 1.604 -0.92 0.80 -0.70 -0.109
C 3.399 2.918 1.787 1.17 -0.20 0.41 -0.496
C 3.974 1.930 2.553 0.04 0.71 -0.51 -0.379
C 3.168 0.947 3.139 1.29 -0.54 0.96 -0.378
C 1.792 0.977 2.960 -1.47 0.49 -0.91 -0.551
H 1.599 3.627 1.006 0.20 -0.70 0.39 0.237
H 3.944 3.718 1.292 -0.02 -0.23 0.17 0.351
H 5.051 1.929 2.710 -0.20 0.03 -0.13 0.329
H 3.614 0.166 3.745 0.04 0.11 -0.01 0.340
H 1.114 0.235 3.391 0.37 0.21 -0.24 0.324
```
Positions in Å, forces in eV/Å.

Values from the calculation:
**Charge**: -1
**Orbital gap (alpha / beta)**: 5.06 / 6.99 eV
**Strongest force on any atom**: 0.0659 hartree/bohr
**Spin multiplicity**: 4